(1)
The following is a DFT calculation (ωB97M-V/def2-TZVPD) of a single C4H6O molecule in a non-equilibrium geometry.

## Properties
HOMO: -8.6 eV
lowest unoccupied orbital energy: 0.03349 Eh
relative energy (zero: lowest compared OMol25 entry of this formula, charge and spin): 21.29 kcal/mol
energy: -6290.99450 eV
charge: 0
SMILES: C=CC(=C)O
gap between HOMO and LUMO: 0.35076 Ha

Element x y z (Å)
C: 0.21 -1.69 -0.86
C: 0.24 -0.37 -0.86
C: -0.27 0.49 0.23
C: 0.48 1.41 0.84
O: -1.61 0.30 0.45
H: -0.20 -2.24 -0.03
H: 0.63 -2.22 -1.71
H: 0.83 0.15 -1.61
H: 0.12 1.77 1.80
H: 1.40 1.78 0.42
H: -1.83 0.62 1.33

=====

(2)
The following is a DFT calculation (ωB97M-V/def2-TZVPD) of a single C4H6O molecule.

## Properties
HOMO: -9.3 eV
lowest unoccupied orbital energy: 0.03825 Eh
relative energy (zero: lowest compared OMol25 entry of this formula, charge and spin): 44.17 kcal/mol
energy: -6290.00259 eV
charge: 0
SMILES: C=C=COC
gap between HOMO and LUMO: 0.38036 Ha

Element x y z (Å)
C: 0.22 2.01 0.96
C: -0.13 1.23 -0.03
C: -0.51 0.35 -0.92
O: -0.93 -0.90 -0.54
C: 0.10 -1.80 -0.15
H: -0.52 2.63 1.46
H: 1.24 2.04 1.32
H: -0.54 0.55 -1.99
H: 1.03 -1.26 0.07
H: 0.27 -2.53 -0.94
H: -0.23 -2.32 0.76

=====

(3)
The following is a DFT calculation (ωB97M-V/def2-TZVPD) of a single C4H6O molecule in a non-equilibrium geometry.

## Properties
HOMO: -9.0 eV
lowest unoccupied orbital energy: 0.04152 Eh
relative energy (zero: lowest compared OMol25 entry of this formula, charge and spin): 22.82 kcal/mol
energy: -6290.92812 eV
charge: 0
SMILES: C1=CCOC1
gap between HOMO and LUMO: 0.37399 Ha

Element x y z (Å)
C: 0.83 0.87 0.00
C: -0.53 1.14 -0.04
C: -1.25 -0.18 0.07
O: -0.19 -1.15 -0.14
C: 1.15 -0.52 0.08
H: 1.63 1.57 -0.11
H: -1.00 2.12 -0.04
H: -1.99 -0.46 -0.68
H: -1.78 -0.44 1.03
H: 1.57 -0.78 1.04
H: 1.83 -0.66 -0.74

=====

(4)
The following is a DFT calculation (ωB97M-V/def2-TZVPD) of 2 unconnected molecules or ions with the total composition C4H6O in a non-equilibrium geometry.

## Properties
HOMO: -9.9 eV
lowest unoccupied orbital energy: -0.01283 Eh
relative energy (zero: lowest compared OMol25 entry of this formula, charge and spin): 134.44 kcal/mol
energy: -6286.08801 eV
charge: 0
gap between HOMO and LUMO: 0.34948 Ha

Element x y z (Å)
C: -2.01 -0.03 -0.11
C: -0.66 -0.37 -0.46
C: 0.49 0.56 -0.09
C: 1.85 -0.29 0.36
H: -2.75 -0.75 -0.25
H: -2.31 1.10 0.47
H: -0.48 -1.52 -0.83
H: 0.99 1.18 -0.97
H: 0.26 1.31 0.74
H: 1.57 -1.18 1.60
O: 3.04 -0.02 -0.46

=====

(5)
The following is a DFT calculation (ωB97M-V/def2-TZVPD) of 2 unconnected molecules or ions with the total composition C4H6O2.

## Properties
HOMO: -9.5 eV
lowest unoccupied orbital energy: -0.03347 Eh
relative energy (zero: lowest compared OMol25 entry of this formula, charge and spin): 88.16 kcal/mol
energy: -8336.63824 eV
charge: 0
gap between HOMO and LUMO: 0.31429 Ha

Element x y z (Å)
O: -1.17 0.36 -2.37
C: -1.07 -0.11 -1.21
C: 0.22 0.57 -0.97
C: 0.90 0.11 0.95
C: -0.13 -0.68 1.36
O: -1.72 -0.84 -0.46
H: 1.09 0.18 -1.49
H: 0.21 1.64 -0.85
H: 1.83 -0.35 0.63
H: 0.96 1.14 1.30
H: -0.99 -0.27 1.88
H: -0.13 -1.75 1.22

=====

(6)
The following is a DFT calculation (ωB97M-V/def2-TZVPD) of a single C4H6O2 molecule.

## Properties
HOMO: -9.6 eV
lowest unoccupied orbital energy: -0.00396 Eh
relative energy (zero: lowest compared OMol25 entry of this formula, charge and spin): 13.03 kcal/mol
energy: -8339.89621 eV
charge: 0
SMILES: CC(=O)C(C)=O
gap between HOMO and LUMO: 0.34814 Ha

Element x y z (Å)
C: 1.15 -1.32 0.87
C: 0.13 -0.76 -0.08
O: -0.31 -1.37 -1.04
C: -0.37 0.66 0.21
C: -1.04 1.37 -0.94
O: -0.21 1.13 1.31
H: 1.56 -2.25 0.47
H: 1.95 -0.59 1.04
H: 0.69 -1.50 1.85
H: -1.49 2.30 -0.59
H: -0.28 1.59 -1.70
H: -1.78 0.73 -1.41

=====

(7)
The following is a DFT calculation (ωB97M-V/def2-TZVPD) of a single C4H6O2 molecule.

## Properties
HOMO: -10.0 eV
lowest unoccupied orbital energy: 0.03535 Eh
relative energy (zero: lowest compared OMol25 entry of this formula, charge and spin): 45.06 kcal/mol
energy: -8338.50699 eV
charge: 0
SMILES: O=CC[C@H]1CO1
gap between HOMO and LUMO: 0.40339 Ha

Element x y z (Å)
O: 0.72 -0.23 2.31
C: -0.40 -0.11 1.87
C: -0.72 0.26 0.44
C: 0.49 0.37 -0.46
C: 0.68 -0.50 -1.61
O: 0.20 0.82 -1.77
H: -1.28 -0.25 2.52
H: -1.24 1.23 0.47
H: -1.45 -0.45 0.04
H: 1.37 0.82 0.00
H: 1.68 -0.69 -2.00
H: -0.05 -1.29 -1.82

=====

(8)
The following is a DFT calculation (ωB97M-V/def2-TZVPD) of a single C4H6O2 molecule.

## Properties
HOMO: -9.9 eV
lowest unoccupied orbital energy: 0.02755 Eh
relative energy (zero: lowest compared OMol25 entry of this formula, charge and spin): 64.43 kcal/mol
energy: -8337.66734 eV
charge: 0
SMILES: OCC#CCO
gap between HOMO and LUMO: 0.39243 Ha

Element x y z (Å)
O: 1.94 1.34 1.04
C: 2.06 0.26 0.14
C: 0.73 -0.27 -0.17
C: -0.46 -0.42 -0.12
C: -1.89 -0.69 -0.22
O: -2.63 0.42 -0.69
H: 1.52 1.03 1.85
H: 2.67 -0.57 0.53
H: 2.51 0.66 -0.77
H: -1.98 -1.57 -0.86
H: -2.27 -0.93 0.77
H: -2.19 0.74 -1.49

=====

(9)
The following is a DFT calculation (ωB97M-V/def2-TZVPD) of a molecular structure, C4H6O2 in a non-equilibrium geometry.

## Properties
HOMO: -9.4 eV
lowest unoccupied orbital energy: 0.03832 Eh
relative energy (zero: lowest compared OMol25 entry of this formula, charge and spin): 82.44 kcal/mol
energy: -8336.88624 eV
charge: 0
gap between HOMO and LUMO: 0.38349 Ha

Element x y z (Å)
C: -1.47 -0.28 -0.21
C: -0.17 -0.41 0.55
O: 0.75 -1.13 -0.36
C: 1.51 -0.02 -0.44
C: 0.81 0.80 0.51
O: 0.63 1.48 -0.67
H: -2.13 0.45 0.26
H: -1.26 0.04 -1.23
H: -1.97 -1.26 -0.24
H: -0.25 -0.90 1.52
H: 2.37 -0.03 -1.10
H: 1.20 1.26 1.41

=====

(10)
The following is a DFT calculation (ωB97M-V/def2-TZVPD) of 2 unconnected molecules or ions with the total composition C4H6O2 in a non-equilibrium geometry.

## Properties
HOMO: -9.6 eV
lowest unoccupied orbital energy: 0.04097 Eh
relative energy (zero: lowest compared OMol25 entry of this formula, charge and spin): 45.40 kcal/mol
energy: -8338.49239 eV
charge: 0
gap between HOMO and LUMO: 0.39507 Ha

Element x y z (Å)
O: 2.65 -1.29 0.44
C: 2.47 -0.47 1.21
C: -0.26 -0.10 -0.87
C: -0.91 -0.65 0.41
O: -1.06 0.67 0.95
C: -0.34 1.25 -0.14
H: -0.25 -1.28 1.03
H: 0.74 -0.47 -1.12
H: -0.90 -0.17 -1.76
H: -1.87 -1.16 0.29
H: 0.63 1.66 0.19
H: -0.91 2.03 -0.64

=====

(11)
The following is a DFT calculation (ωB97M-V/def2-TZVPD) of a molecular structure, C4H6O2.

## Properties
HOMO: -8.7 eV
lowest unoccupied orbital energy: 0.02875 Eh
relative energy (zero: lowest compared OMol25 entry of this formula, charge and spin): 101.01 kcal/mol
energy: -8336.08077 eV
charge: 0
gap between HOMO and LUMO: 0.34911 Ha

Element x y z (Å)
O: 0.07 0.92 1.45
C: 1.09 1.46 0.85
C: -0.51 -0.23 0.75
C: -0.79 -0.01 -0.74
C: 0.42 -0.94 -0.93
O: 0.45 -1.21 0.49
H: 1.40 2.24 1.58
H: -1.30 -0.56 1.42
H: -0.67 1.02 -1.08
H: -1.74 -0.42 -1.06
H: 1.33 -0.43 -1.24
H: 0.25 -1.85 -1.50

=====

(12)
The following is a DFT calculation (ωB97M-V/def2-TZVPD) of a single C4H6O2 molecule in a non-equilibrium geometry.

## Properties
HOMO: -6.8 eV
lowest unoccupied orbital energy: -0.01215 Eh
relative energy (zero: lowest compared OMol25 entry of this formula, charge and spin): 172.33 kcal/mol
energy: -8332.98824 eV
charge: 0
gap between HOMO and LUMO: 0.23840 Ha

Element x y z (Å)
C: 1.60 0.28 0.02
C: -0.74 0.80 -0.17
C: -1.23 -0.47 -0.05
C: 0.04 -1.44 0.13
H: 2.22 0.89 -0.72
H: 1.85 0.20 1.03
H: -1.42 1.58 -0.96
H: -2.11 -0.23 -0.88
H: -1.95 -0.66 0.68
H: 0.22 -1.40 1.28
O: 0.39 1.35 0.17
O: 1.13 -0.91 -0.54

=====

(13)
The following is a DFT calculation (ωB97M-V/def2-TZVPD) of a single C4H6O2 molecule.

## Properties
HOMO: -9.9 eV
lowest unoccupied orbital energy: 0.02738 Eh
relative energy (zero: lowest compared OMol25 entry of this formula, charge and spin): 20.81 kcal/mol
energy: -8339.55863 eV
charge: 0
SMILES: CC(=O)CC=O
gap between HOMO and LUMO: 0.39266 Ha

Element x y z (Å)
C: -1.49 0.79 0.25
C: -0.68 -0.26 -0.48
O: -0.82 -0.48 -1.66
C: 0.52 -0.77 0.30
C: 1.82 -0.18 -0.24
O: 2.58 0.44 0.46
H: -0.78 1.61 0.17
H: -1.66 0.60 1.31
H: -2.42 0.95 -0.29
H: 0.46 -0.51 1.36
H: 0.49 -1.85 0.14
H: 2.00 -0.34 -1.32

=====

(14)
The following is a DFT calculation (ωB97M-V/def2-TZVPD) of a single C4H6O2 molecule.

## Properties
HOMO: -9.9 eV
lowest unoccupied orbital energy: 0.03352 Eh
relative energy (zero: lowest compared OMol25 entry of this formula, charge and spin): 38.84 kcal/mol
energy: -8338.77709 eV
charge: 0
SMILES: CC(=O)[C@H]1CO1
gap between HOMO and LUMO: 0.39847 Ha

Element x y z (Å)
C: 1.26 1.03 -0.06
C: 0.91 -0.44 -0.14
O: 1.75 -1.31 -0.09
C: -0.53 -0.83 -0.39
C: -1.59 -0.36 0.52
O: -1.45 0.19 -0.76
H: 0.55 1.66 0.52
H: 1.26 1.43 -1.08
H: 2.28 1.11 0.35
H: -0.68 -1.78 -0.88
H: -2.45 -0.99 0.64
H: -1.32 0.28 1.36

=====

(15)
The following is a DFT calculation (ωB97M-V/def2-TZVPD) of a single C4H6O2 molecule in a non-equilibrium geometry.

## Properties
HOMO: -7.1 eV
lowest unoccupied orbital energy: 0.00781 Eh
relative energy (zero: lowest compared OMol25 entry of this formula, charge and spin): 170.10 kcal/mol
energy: -8333.08492 eV
charge: 0
gap between HOMO and LUMO: 0.26878 Ha

Element x y z (Å)
C: 1.18 0.23 1.11
C: 0.25 -0.77 -0.81
C: -1.12 -0.04 -1.11
C: -0.92 0.68 0.14
H: 1.80 -0.51 1.79
H: 1.47 1.28 1.38
H: 0.17 -1.94 -0.62
H: -1.54 -1.18 -0.77
H: -1.41 0.45 -2.03
H: -0.72 1.76 -0.08
O: 1.27 -0.07 -0.27
O: -0.42 0.10 1.27

=====

(16)
The following is a DFT calculation (ωB97M-V/def2-TZVPD) of a molecular structure, C4H6O2.

## Properties
HOMO: -8.5 eV
lowest unoccupied orbital energy: 0.02188 Eh
relative energy (zero: lowest compared OMol25 entry of this formula, charge and spin): 127.04 kcal/mol
energy: -8334.95213 eV
charge: 0
gap between HOMO and LUMO: 0.33403 Ha

Element x y z (Å)
O: 0.79 -1.99 -0.74
C: 0.30 -1.42 0.24
C: -1.12 -0.48 -0.06
C: -0.20 0.56 0.10
C: 0.65 1.59 -0.44
O: -0.04 1.64 0.87
H: 0.01 -1.88 1.20
H: -1.89 -0.56 0.70
H: -1.42 -0.73 -1.07
H: 0.95 -0.50 0.72
H: 1.73 1.49 -0.38
H: 0.24 2.29 -1.17

=====

(17)
The following is a DFT calculation (ωB97M-V/def2-TZVPD) of a molecular structure, C4H6O2 in a non-equilibrium geometry.

## Properties
HOMO: -8.5 eV
lowest unoccupied orbital energy: 0.03223 Eh
relative energy (zero: lowest compared OMol25 entry of this formula, charge and spin): 71.21 kcal/mol
energy: -8337.37329 eV
charge: 0
gap between HOMO and LUMO: 0.34605 Ha

Element x y z (Å)
O: -0.05 -1.41 -1.31
C: 0.55 -0.29 -0.68
C: -0.25 0.95 -0.83
C: 0.56 -0.27 0.84
C: -0.59 0.16 1.40
O: -1.40 0.85 0.64
H: -0.30 -2.03 -0.61
H: 1.59 -0.22 -1.02
H: 0.40 1.85 -0.80
H: -1.12 1.00 -1.44
H: 1.45 -0.50 1.38
H: -0.86 -0.10 2.43

=====

(18)
The following is a DFT calculation (ωB97M-V/def2-TZVPD) of a single C4H6O2 molecule.

## Properties
HOMO (alpha / beta): -7.1 / -7.6 eV
lowest unoccupied orbital energy (alpha / beta): 0.01799 / 0.02267 Eh
relative energy (zero: lowest compared OMol25 entry of this formula, charge and spin): 115.23 kcal/mol
energy: -8335.46430 eV
charge: 0
gap between HOMO and LUMO (alpha / beta): 0.27828 / 0.30262 Ha

Element x y z (Å)
C: -1.55 0.78 -0.05
C: -0.88 -0.44 -0.66
O: 0.02 -0.23 -1.69
C: 0.56 -0.91 -0.53
C: 1.22 0.00 0.27
O: 1.96 -0.27 1.35
H: -1.43 0.76 1.04
H: -1.19 1.75 -0.44
H: -2.62 0.71 -0.25
H: 2.03 -1.23 1.46
H: 0.79 -1.98 -0.59
H: 1.10 1.06 0.08

=====

(19)
The following is a DFT calculation (ωB97M-V/def2-TZVPD) of 2 unconnected molecules or ions with the total composition C4H6O2 in a non-equilibrium geometry.

## Properties
HOMO (alpha / beta): -7.9 / -7.9 eV
lowest unoccupied orbital energy (alpha / beta): 0.00435 / 0.00433 Eh
relative energy (zero: lowest compared OMol25 entry of this formula, charge and spin): 129.58 kcal/mol
energy: -8334.84211 eV
charge: 0
gap between HOMO and LUMO (alpha / beta): 0.29544 / 0.29539 Ha

Element x y z (Å)
O: -1.59 -0.32 -0.48
C: -0.54 0.11 0.31
C: 0.21 1.49 0.19
C: 0.88 0.24 -0.13
C: -0.61 -0.18 1.66
O: -0.52 -0.40 2.79
H: -1.16 -0.77 -1.22
H: 0.37 2.09 1.10
H: -0.27 2.05 -0.61
H: 1.67 -0.14 0.52
H: 0.87 -1.77 -1.88
H: 0.70 -2.39 -2.27

=====

(20)
The following is a DFT calculation (ωB97M-V/def2-TZVPD) of a single C4H6O2 molecule in a non-equilibrium geometry.

## Properties
HOMO: -9.7 eV
lowest unoccupied orbital energy: 0.03174 Eh
relative energy (zero: lowest compared OMol25 entry of this formula, charge and spin): 51.04 kcal/mol
energy: -8338.24774 eV
charge: 0
SMILES: O=C1CCOC1
gap between HOMO and LUMO: 0.38862 Ha

Element x y z (Å)
O: 0.50 1.71 1.31
C: 0.31 0.85 0.49
C: -0.93 0.57 -0.36
C: -0.77 -0.90 0.01
O: 0.47 -1.30 -0.48
C: 1.29 -0.21 -0.08
H: -0.74 0.88 -1.40
H: -1.88 0.97 0.00
H: -0.52 -0.64 1.15
H: -1.53 -1.66 -0.20
H: 1.69 0.29 -0.97
H: 2.11 -0.58 0.54